# 1
Molecular formula: C14H12N5O4SZn
Method: DFT, ωB97M-V with the def2-TZVPD basis set

```
! wB97M-V def2-TZVPD RIJCOSX def2/J DEFGRID3
* xyz 1 1
Zn -0.137 -0.761 -0.018
N -1.713 -3.802 -2.107
C -1.274 -3.052 -1.104
S 0.390 -2.754 -1.117
N -2.213 -2.629 -0.300
N -1.787 -1.695 0.527
C -2.348 -1.360 1.662
C -1.723 -0.246 2.341
C -2.050 0.165 3.636
C -1.579 1.364 4.137
C -0.712 2.094 3.318
C -0.406 1.640 2.040
N -0.806 0.440 1.594
H -1.124 -4.448 -2.651
H -2.658 -4.180 -1.939
H -3.311 -1.757 1.966
H -2.732 -0.365 4.205
H -1.963 1.658 5.115
H -0.275 3.067 3.654
H 0.158 2.182 1.309
O 3.792 0.569 1.161
C 2.585 0.146 0.734
O 1.875 -0.642 1.427
C 2.206 0.756 -0.506
C 3.136 1.466 -1.279
C 2.819 1.652 -2.620
C 1.531 1.365 -3.092
C 0.622 0.772 -2.233
N 0.951 0.489 -0.966
C -0.811 0.486 -2.588
O -1.208 0.718 -3.840
O -1.634 0.073 -1.750
H 3.916 0.149 2.021
H 4.127 1.696 -0.852
H 3.567 1.990 -3.332
H 1.336 1.628 -4.123
H -0.547 1.129 -4.433
*
```

Output
Lowest unoccupied orbital energy (eV): -4.71
Frontier orbital gap (eV): 5.98
Maximum force (eV Å⁻¹): 5.205

=====

# 2
Molecular formula: C26H74FeN2O23P
Method: DFT, ωB97M-V with the def2-TZVPD basis set

```
! wB97M-V def2-TZVPD RIJCOSX def2/J DEFGRID3
* xyz -1 5
Fe 15.356 11.428 0.242
P 16.422 9.459 0.965
O 17.267 8.294 1.462
O 16.515 10.006 -0.507
O 16.653 10.835 1.650
O 14.882 9.492 0.985
C 16.040 15.432 -0.513
C 16.142 14.158 -1.322
C 16.935 14.375 -2.612
O 16.857 13.235 -3.473
C 17.822 13.392 -4.511
N 16.704 12.992 -0.603
H 15.315 15.389 0.299
H 15.711 16.274 -1.124
H 17.026 15.715 -0.134
H 15.109 13.859 -1.511
H 17.989 14.540 -2.363
H 16.599 15.220 -3.220
H 17.821 12.610 -5.269
H 18.800 13.334 -4.025
H 17.752 14.342 -5.046
H 17.377 13.432 0.023
H 17.313 12.457 -1.225
C 11.902 6.776 -1.530
C 12.722 8.010 -1.250
O 12.749 8.277 0.153
O 10.573 6.950 -1.004
H 12.259 5.922 -0.951
H 11.747 6.580 -2.589
H 12.203 8.895 -1.637
H 13.752 7.959 -1.610
H 13.629 8.662 0.368
H 10.605 7.283 -0.102
C 18.716 6.311 4.631
C 19.351 6.445 3.258
O 19.466 7.864 2.952
O 19.725 6.474 5.624
H 18.290 5.325 4.819
H 17.965 7.097 4.739
H 18.720 5.971 2.504
H 20.379 6.089 3.263
H 18.635 8.159 2.541
H 20.070 7.368 5.527
C 17.571 10.434 4.844
C 17.874 10.713 6.267
O 19.039 11.538 6.305
O 17.093 11.575 4.144
H 16.856 9.602 4.778
H 18.419 10.078 4.251
H 18.074 9.814 6.848
H 17.116 11.329 6.761
H 18.912 12.285 5.712
H 16.918 11.275 3.226
C 14.093 4.822 1.289
C 14.764 6.143 1.658
O 16.106 6.013 2.060
O 14.517 4.493 -0.049
H 13.013 4.969 1.323
H 14.407 4.112 2.059
H 14.082 6.693 2.316
H 14.807 6.749 0.747
H 16.543 6.874 1.892
H 15.280 5.056 -0.235
C 20.835 12.416 0.838
C 20.776 11.064 0.116
O 21.197 11.080 -1.239
O 19.631 13.143 0.579
H 21.775 12.912 0.594
H 20.891 12.272 1.922
H 19.723 10.770 0.165
H 21.242 10.242 0.665
H 20.306 11.140 -1.624
H 18.938 12.622 1.009
C 18.896 6.107 -0.715
C 17.944 5.813 -1.856
O 16.624 6.203 -1.507
O 19.044 7.465 -0.347
H 19.840 5.654 -1.031
H 18.469 5.548 0.122
H 17.875 4.765 -2.148
H 18.237 6.409 -2.727
H 16.549 7.155 -1.649
H 18.464 7.668 0.411
C 13.050 8.952 5.323
C 13.913 9.206 4.090
O 13.154 9.289 2.903
O 12.214 10.070 5.671
H 13.597 8.705 6.230
H 12.353 8.130 5.138
H 14.723 8.469 4.129
H 14.449 10.161 4.153
H 13.802 9.302 2.157
H 11.535 10.178 5.001
C 17.408 9.429 -3.740
C 18.769 10.067 -3.404
O 18.686 11.017 -2.340
O 16.703 8.758 -2.707
H 17.534 8.680 -4.524
H 16.858 10.256 -4.204
H 19.312 10.556 -4.215
H 19.487 9.312 -3.068
H 18.184 10.576 -1.628
H 16.630 9.248 -1.840
C 13.859 11.354 -2.737
O 14.083 11.732 -1.398
C 12.851 11.961 -0.710
C 13.051 12.974 0.426
N 13.874 12.306 1.474
C 14.299 13.314 2.471
C 13.252 13.590 3.550
O 12.399 14.639 3.109
C 11.286 14.799 3.997
H 13.414 10.367 -2.885
H 14.791 11.266 -3.295
H 13.210 12.061 -3.259
H 12.465 11.012 -0.319
H 11.969 12.294 -1.266
H 12.067 13.250 0.809
H 13.525 13.825 -0.063
H 13.190 11.696 1.914
H 14.752 14.207 2.050
H 15.056 12.697 2.966
H 13.770 13.931 4.451
H 12.619 12.742 3.831
H 11.646 14.917 5.023
H 10.679 13.893 3.961
H 10.753 15.712 3.743
*
```

Output
Lowest unoccupied orbital energy (alpha / beta) (eV): 1.90 / 1.89
Frontier orbital gap (alpha / beta) (eV): 8.21 / 7.77
Maximum force (eV Å⁻¹): 3.460

=====

# 3
Molecular formula: H5N3S2
Method: DFT, ωB97M-V with the def2-TZVPD basis set

```
! wB97M-V def2-TZVPD RIJCOSX def2/J DEFGRID3
* xyz 0 1
N -1.377 -0.657 2.001
N -1.606 -0.020 0.750
S -0.596 -0.303 -0.523
S 1.578 0.972 -0.453
N 2.040 0.666 -1.994
H -0.472 -0.527 2.353
H -1.217 -1.700 1.905
H -2.062 0.912 0.865
H 2.285 -0.395 -2.212
H 1.426 1.051 -2.692
*
```

Output
Lowest unoccupied orbital energy (eV): -0.23
SMILES: NNSSN
Frontier orbital gap (eV): 8.16
Maximum force (eV Å⁻¹): 3.508

=====

# 4
Molecular formula: C3H5N3O
Method: DFT, ωB97M-V with the def2-TZVPD basis set

```
! wB97M-V def2-TZVPD RIJCOSX def2/J DEFGRID3
* xyz 0 1
H 0.721 2.090 2.347
N 0.183 1.453 1.695
C 0.867 0.685 0.891
N 0.263 -0.317 0.105
C 1.014 -0.454 -0.985
O 0.777 -0.939 -2.176
C -1.118 -0.507 -0.129
N -2.037 -0.061 0.699
H -2.901 -0.290 -0.006
H 1.883 0.787 0.867
H 2.103 -0.109 -0.718
H -1.464 -0.839 -1.229
*
```

Output
Lowest unoccupied orbital energy (eV): 0.46
SMILES: [H]/N=C/N(C=O)/C=N/[H]
Frontier orbital gap (eV): 10.59
Maximum force (eV Å⁻¹): 8.199

=====

# 5
Molecular formula: C6H6N4S2
Method: DFT, ωB97M-V with the def2-TZVPD basis set

```
! wB97M-V def2-TZVPD RIJCOSX def2/J DEFGRID3
* xyz 0 1
S -3.653 -2.268 1.161
C -2.624 -1.076 1.756
S -2.954 -0.264 3.294
N -1.587 -0.550 1.046
N -0.897 0.440 1.535
C 0.153 0.946 0.995
C 0.874 0.628 -0.291
C 1.927 1.360 -0.832
N 2.435 1.018 -1.996
C 1.920 -0.041 -2.666
C 0.947 -0.854 -2.058
N 0.452 -0.553 -0.892
H -1.829 0.494 3.516
H -1.196 -1.030 0.173
H 0.543 1.706 1.680
H 2.382 2.184 -0.294
H 2.321 -0.272 -3.649
H 0.784 -1.866 -2.479
*
```

Output
Lowest unoccupied orbital energy (eV): -0.99
SMILES: S=C(S)N/N=C\c1cnccn1
Frontier orbital gap (eV): 7.54
Maximum force (eV Å⁻¹): 3.276

=====

# 6
Molecular formula: C4H37N2O13
Method: DFT, ωB97M-V with the def2-TZVPD basis set

```
! wB97M-V def2-TZVPD RIJCOSX def2/J DEFGRID3
* xyz 2 2
C 3.528 -1.978 1.401
C 2.918 -0.602 1.580
C 1.954 -0.176 0.513
C 1.931 1.018 -0.136
N 1.095 1.363 -1.129
N 0.986 -1.254 0.260
H 3.764 -2.392 0.423
H 2.798 -2.747 1.715
H 4.430 -2.133 1.982
H 2.451 -0.549 2.579
H 3.650 0.228 1.583
H 2.670 1.759 0.182
H 0.204 0.893 -1.379
H 1.178 2.286 -1.548
H 1.339 -1.949 -0.435
H 0.700 -1.720 1.121
H 0.157 -0.880 -0.260
H -2.103 0.562 -0.972
H -1.861 0.607 -2.575
O -1.625 0.985 -1.710
H 0.857 -1.328 -2.906
H 2.503 -1.229 -3.398
O 1.552 -1.236 -3.582
H -2.080 -2.950 2.167
H -1.823 -1.405 2.154
O -2.075 -2.175 1.597
H 1.249 -4.640 -1.402
H 1.386 -3.454 -2.339
O 1.642 -3.749 -1.457
H -4.193 0.245 0.218
H -3.184 0.269 1.407
O -3.272 0.378 0.450
H -2.814 -3.656 -0.724
H -2.630 -2.185 -0.101
O -2.542 -2.758 -0.901
H -0.842 5.044 1.896
H -1.161 4.222 0.692
O -0.413 4.441 1.278
H -2.797 2.429 -0.738
H -3.379 2.929 0.617
O -2.842 3.188 -0.151
H -1.526 1.034 2.685
H -1.518 0.063 3.903
O -1.791 0.126 2.980
H -0.007 2.760 1.932
H 0.444 1.230 1.617
O -0.010 1.818 2.208
H -1.545 -0.508 -4.682
H -0.251 0.411 -4.600
O -0.930 -0.047 -4.097
H -0.740 -0.742 -2.434
H -1.278 -2.140 -1.621
O -0.595 -1.413 -1.739
H 2.543 3.558 2.523
H 1.693 4.480 1.733
O 2.205 3.671 1.621
*
```

Output
Lowest unoccupied orbital energy (alpha / beta) (eV): -6.01 / -10.13
Frontier orbital gap (alpha / beta) (eV): 10.49 / 6.36
Maximum force (eV Å⁻¹): 3.885

=====

# 7
Molecular formula: CH4N2O2S
Method: DFT, ωB97M-V with the def2-TZVPD basis set

```
! wB97M-V def2-TZVPD RIJCOSX def2/J DEFGRID3
* xyz 0 1
O -1.340 -0.228 -2.815
N -0.917 -0.128 -1.701
O -1.210 -0.663 -0.659
H 0.127 0.506 -1.399
H 0.759 1.661 0.158
N 0.991 0.685 -0.078
C 0.569 -0.195 0.734
S -0.315 0.243 2.177
H 1.119 -1.178 0.558
H 0.217 -0.703 3.026
*
```

Output
Lowest unoccupied orbital energy (eV): 0.51
SMILES: O=[NH+][O-].[H]/N=C\S
Frontier orbital gap (eV): 10.24
Maximum force (eV Å⁻¹): 5.008

=====

# 8
Molecular formula: C5H8O
Method: DFT, ωB97M-V with the def2-TZVPD basis set

```
! wB97M-V def2-TZVPD RIJCOSX def2/J DEFGRID3
* xyz 0 1
C -0.033 -2.573 1.174
C 0.005 -1.339 0.390
C 0.009 -0.318 -0.251
C -0.132 0.983 -0.931
C -0.149 2.101 0.103
O 0.922 1.269 -1.835
H -0.259 -2.357 2.223
H 0.928 -3.092 1.133
H -0.807 -3.247 0.792
H -1.095 0.968 -1.466
H 0.831 2.151 0.587
H -0.360 3.059 -0.378
H -0.909 1.897 0.861
H 1.050 0.498 -2.401
*
```

Output
Lowest unoccupied orbital energy (eV): 0.88
SMILES: CC#C[C@@H](C)O
Frontier orbital gap (eV): 10.47
Maximum force (eV Å⁻¹): 0.514

=====

# 9
Molecular formula: C27H41As2N2O9PdSSi2
Method: DFT, ωB97M-V with the def2-TZVPD basis set

```
! wB97M-V def2-TZVPD RIJCOSX def2/J DEFGRID3
* xyz 1 1
Pd 0.956 0.825 -0.032
O 0.896 0.352 1.984
N 2.110 0.153 2.526
C 2.130 -0.349 3.778
C 3.317 -0.576 4.417
C 4.507 -0.276 3.754
C 4.462 0.237 2.480
C 3.232 0.444 1.856
S 3.157 1.081 0.237
H 1.153 -0.540 4.195
H 3.312 -0.981 5.418
H 5.460 -0.449 4.235
H 5.363 0.476 1.933
N 1.235 1.511 -3.024
C 1.122 1.265 -1.904
C -4.774 -2.684 2.310
O -3.562 -2.490 1.557
C -3.476 -3.187 0.414
O -4.325 -3.947 0.029
C -2.170 -2.936 -0.268
C -1.993 -3.477 -1.476
As -0.254 -3.536 -2.463
C -0.933 -3.445 -4.286
C -0.194 -1.683 -1.824
C 0.488 -1.410 -0.669
As -0.980 -1.773 0.816
C -0.149 -3.296 1.726
C 1.789 -2.084 -0.389
O 2.289 -2.162 0.713
O 2.433 -2.428 -1.504
C 3.764 -2.941 -1.324
C -1.147 -0.683 -2.395
O -1.217 -0.518 -3.579
O -1.728 0.090 -1.474
C -2.537 1.161 -2.018
C -3.144 -3.991 -2.309
O -3.783 -3.199 -2.944
O -3.311 -5.304 -2.446
C -2.694 -6.183 -1.498
H -4.716 -1.992 3.144
H -4.834 -3.711 2.663
H -5.637 -2.468 1.685
H -1.230 -4.459 -4.557
H -0.107 -3.137 -4.925
H -1.767 -2.763 -4.402
H 0.239 -4.033 1.025
H -0.969 -3.741 2.296
H 0.639 -2.968 2.397
H 4.134 -3.146 -2.323
H 3.740 -3.850 -0.726
H 4.384 -2.196 -0.830
H -2.873 1.735 -1.160
H -3.384 0.738 -2.553
H -1.933 1.768 -2.689
H -3.058 -7.176 -1.741
H -2.995 -5.922 -0.485
H -1.606 -6.167 -1.592
C -0.551 3.981 2.816
Si -0.843 3.259 1.110
C -1.724 4.499 0.025
C -1.973 1.783 1.326
C 0.956 2.893 0.514
Si 1.820 4.211 -0.589
C 1.905 5.695 0.560
C 0.863 4.655 -2.130
C 3.563 3.811 -1.137
H -1.512 4.246 3.264
H 0.069 4.876 2.801
H -0.075 3.242 3.464
H -2.760 4.560 0.369
H -1.740 4.242 -1.034
H -1.289 5.495 0.122
H -2.977 2.188 1.488
H -1.693 1.203 2.205
H -2.038 1.104 0.478
H 1.506 2.837 1.459
H 0.921 6.085 0.826
H 2.443 6.497 0.049
H 2.446 5.470 1.481
H -0.035 5.239 -1.938
H 0.601 3.775 -2.716
H 1.517 5.268 -2.756
H 4.265 3.637 -0.322
H 3.904 4.695 -1.683
H 3.601 2.971 -1.833
*
```

Output
Lowest unoccupied orbital energy (eV): -4.98
Frontier orbital gap (eV): 6.28
Maximum force (eV Å⁻¹): 0.618

=====

# 10
Molecular formula: C35H27Br2N5O2Ru
Method: DFT, ωB97M-V with the def2-TZVPD basis set

```
! wB97M-V def2-TZVPD RIJCOSX def2/J DEFGRID3
* xyz 1 2
Ru -0.390 -0.186 0.393
C -4.820 1.672 2.816
C -4.198 2.776 2.247
C -3.259 2.620 1.247
C -2.924 1.328 0.797
C -3.536 0.216 1.413
C -4.480 0.391 2.398
N -2.001 1.050 -0.166
C -1.739 1.791 -1.271
C -2.506 2.839 -1.797
C -2.121 3.448 -2.980
C -0.987 3.028 -3.667
C -0.230 1.962 -3.204
C -0.618 1.321 -2.033
N -0.069 0.176 -1.537
N 0.602 -0.632 -2.291
C 0.822 -1.852 -1.811
C 1.659 -2.744 -2.522
C 1.871 -4.002 -2.025
C 1.237 -4.380 -0.837
C 0.418 -3.465 -0.200
N 0.212 -2.233 -0.643
H -5.562 1.808 3.587
H -4.441 3.769 2.596
H -2.739 3.474 0.837
H -3.289 -0.771 1.030
H -4.965 -0.465 2.840
H -3.424 3.131 -1.310
H -2.721 4.253 -3.377
H -0.718 3.507 -4.594
H 0.640 1.612 -3.735
H 2.112 -2.392 -3.433
H 2.522 -4.696 -2.532
H 1.371 -5.367 -0.426
H -0.108 -3.748 0.704
C -1.092 -2.238 2.891
C -0.389 -1.020 3.392
C 0.093 -0.965 4.705
C 0.642 0.196 5.189
C 0.741 1.315 4.342
C 1.249 2.576 4.744
Br 1.809 2.863 6.532
C 1.360 3.623 3.851
C 1.052 3.423 2.519
Br 1.306 4.774 1.229
C 0.573 2.182 2.017
O 0.398 1.995 0.785
C 0.329 1.147 2.997
N -0.247 0.002 2.553
H -1.992 -2.422 3.478
H -0.452 -3.114 2.990
H -1.360 -2.088 1.834
H 0.010 -1.838 5.333
H 1.006 0.263 6.202
H 1.722 4.584 4.184
C 3.694 0.672 0.950
C 3.018 -0.641 1.205
O 1.859 -0.827 0.842
C 3.750 -1.732 1.864
C 3.042 -2.902 2.165
C 3.683 -3.996 2.702
C 5.046 -3.942 2.953
C 5.756 -2.787 2.667
C 5.121 -1.685 2.128
H 2.973 1.369 0.524
H 4.501 0.536 0.232
H 4.118 1.081 1.866
H 1.984 -2.932 1.950
H 3.134 -4.900 2.913
H 5.555 -4.798 3.366
H 6.817 -2.749 2.852
H 5.694 -0.802 1.898
*
```

Output
Lowest unoccupied orbital energy (alpha / beta) (eV): -4.33 / -5.15
Frontier orbital gap (alpha / beta) (eV): 5.20 / 4.37
Maximum force (eV Å⁻¹): 4.893

=====

What did the first record say?
Molecular formula: C14H12N5O4SZn
Method: DFT, ωB97M-V with the def2-TZVPD basis set

```
! wB97M-V def2-TZVPD RIJCOSX def2/J DEFGRID3
* xyz 1 1
Zn -0.137 -0.761 -0.018
N -1.713 -3.802 -2.107
C -1.274 -3.052 -1.104
S 0.390 -2.754 -1.117
N -2.213 -2.629 -0.300
N -1.787 -1.695 0.527
C -2.348 -1.360 1.662
C -1.723 -0.246 2.341
C -2.050 0.165 3.636
C -1.579 1.364 4.137
C -0.712 2.094 3.318
C -0.406 1.640 2.040
N -0.806 0.440 1.594
H -1.124 -4.448 -2.651
H -2.658 -4.180 -1.939
H -3.311 -1.757 1.966
H -2.732 -0.365 4.205
H -1.963 1.658 5.115
H -0.275 3.067 3.654
H 0.158 2.182 1.309
O 3.792 0.569 1.161
C 2.585 0.146 0.734
O 1.875 -0.642 1.427
C 2.206 0.756 -0.506
C 3.136 1.466 -1.279
C 2.819 1.652 -2.620
C 1.531 1.365 -3.092
C 0.622 0.772 -2.233
N 0.951 0.489 -0.966
C -0.811 0.486 -2.588
O -1.208 0.718 -3.840
O -1.634 0.073 -1.750
H 3.916 0.149 2.021
H 4.127 1.696 -0.852
H 3.567 1.990 -3.332
H 1.336 1.628 -4.123
H -0.547 1.129 -4.433
*
```

Output
Lowest unoccupied orbital energy (eV): -4.71
Frontier orbital gap (eV): 5.98
Maximum force (eV Å⁻¹): 5.205

=====

What is the formula in the seventh record? CH4N2O2S

=====

maximum force of number 7 (CH4N2O2S)? 5.008 eV Å⁻¹